Entry 1:
Formula: CH3ClIN
Source: the Open Molecules 2025 dataset
Level of theory: ωB97M-V with the def2-TZVPD basis set

Properties
Energy above the lowest of the compared OMol25 structures with the same formula, charge and spin = 256.69 kJ/mol
Strongest force on any atom = 3.61 eV/A
Energy = -852.4217 Ha

The geometry in ORCA input format:
```
! wB97M-V def2-TZVPD RIJCOSX def2/J DEFGRID3
* xyz 0 1
C -0.60507 -0.24560 -0.01155
N 0.46327 0.45061 -0.62895
Cl 0.48691 2.06133 -0.02328
I 2.66655 -0.75068 0.29921
H -0.61261 -1.39611 -0.06643
H -0.92238 -0.02101 0.94783
H -1.47667 -0.09854 -0.51682
*
```

***

Entry 2:
Formula: C5H5NO
Source: the Open Molecules 2025 dataset
Level of theory: ωB97M-V with the def2-TZVPD basis set

Properties
SMILES = CC1=NC=CC1=O
Energy above the lowest of the compared OMol25 structures with the same formula, charge and spin = 281.95 kJ/mol
Strongest force on any atom = 9.71 eV/A
Energy = -323.4123 Ha

The geometry in ORCA input format:
```
! wB97M-V def2-TZVPD RIJCOSX def2/J DEFGRID3
* xyz 0 1
C -2.01558 0.06256 0.12296
C -0.45874 0.00390 -0.10949
N 0.04875 -1.15471 -0.20153
C 1.46836 -1.18483 -0.07772
C 1.97233 0.14547 0.24469
C 0.67974 1.01042 -0.11450
O 0.62979 2.26135 -0.18029
H -2.24620 0.69995 0.96532
H -2.61379 -0.92654 0.00967
H -2.34400 0.62850 -0.70536
H 2.02410 -2.10905 -0.32874
H 2.85523 0.56295 0.37499
*
```

***

Entry 3:
Formula: H4IO2
Source: the Open Molecules 2025 dataset
Level of theory: ωB97M-V with the def2-TZVPD basis set

Properties
Energy above the lowest of the compared OMol25 structures with the same formula, charge and spin = 9.98 kJ/mol
Strongest force on any atom = 0.47 eV/A
Energy = -450.5308 Ha

The geometry in ORCA input format:
```
! wB97M-V def2-TZVPD RIJCOSX def2/J DEFGRID3
* xyz 0 2
I 8.66033 -17.84679 19.85054
O 9.04509 -19.41172 16.66640
H 9.03508 -19.41044 17.62355
H 9.02657 -18.48565 16.42497
O 11.38903 -16.09436 20.85865
H 11.66130 -16.47909 21.69177
H 10.85443 -16.77193 20.44474
*
```

***

Entry 4:
Formula: C8H32N16O8
Source: the Open Molecules 2025 dataset
Level of theory: ωB97M-V with the def2-TZVPD basis set

Properties
SMILES = NC(N)=O.NC(N)=O.NC(N)=O.NC(N)=O.NC(N)=O.NC(N)=O.NC(N)=O.NC(N)=O
Energy above the lowest of the compared OMol25 structures with the same formula, charge and spin = 223.54 kJ/mol
Strongest force on any atom = 2.28 eV/A
Energy = -1802.3434 Ha

The geometry in ORCA input format:
```
! wB97M-V def2-TZVPD RIJCOSX def2/J DEFGRID3
* xyz 0 1
N 0.75334 3.37618 1.84812
C -0.46354 2.79844 1.66963
N -1.53568 3.60542 1.91755
O -0.58413 1.60828 1.35724
H 1.49755 2.69936 1.75861
H 0.93921 4.35468 1.75594
H -1.41795 4.59632 1.98998
H -2.42338 3.14182 1.85448
N -0.71383 -0.02680 -1.65902
C -0.22750 -1.16711 -1.00932
N -0.41115 -1.09118 0.35019
O 0.22331 -2.13516 -1.58001
H -1.19621 0.60754 -1.04361
H -1.13320 -0.20841 -2.58988
H 0.16244 -1.72659 0.88012
H -0.87914 -0.34940 0.83447
N -3.75899 -1.71279 4.67502
C -4.15897 -0.58593 4.02317
N -3.19823 -0.05793 3.19977
O -5.26326 -0.06913 4.14305
H -4.27473 -2.10810 5.43665
H -2.94470 -2.21693 4.37665
H -2.27475 -0.41797 3.36701
H -3.37213 0.73712 2.62439
N 1.43614 4.17325 -3.78263
C 1.17794 3.20794 -2.84369
N -0.05630 2.63920 -2.93408
O 1.98527 2.90164 -1.96756
H 0.61950 4.35188 -4.33816
H 2.26132 4.73266 -3.82952
H -0.82549 3.16540 -3.30897
H -0.28616 1.99016 -2.18883
N 1.33777 -0.86997 3.48892
C 0.81056 -0.09954 4.50725
N -0.30116 0.62289 4.10283
O 1.34694 0.06925 5.58704
H 2.16606 -1.32925 3.84597
H 0.66530 -1.40936 2.97588
H -0.98500 0.94493 4.76337
H -0.33493 1.05055 3.17914
N 2.08893 -5.23746 -0.97534
C 1.25375 -5.80543 -0.04444
N 1.57672 -7.11808 0.22885
O 0.28223 -5.24365 0.42366
H 1.86451 -4.27581 -1.18905
H 2.88494 -5.69827 -1.36188
H 2.29057 -7.59017 -0.28566
H 0.87884 -7.61715 0.75007
N 5.00359 0.94842 0.25676
C 4.00756 0.07229 -0.08189
N 2.83295 0.67092 -0.40654
O 4.15217 -1.14956 -0.07586
H 5.93961 0.59143 0.25418
H 4.78428 1.91898 0.35544
H 2.02032 0.12917 -0.63490
H 2.80253 1.63206 -0.71959
N -2.99227 1.20825 -4.73467
C -2.13440 0.19318 -5.13142
N -2.06342 -0.01423 -6.46124
O -1.47005 -0.39542 -4.28569
H -3.40105 1.73827 -5.48524
H -2.98383 1.56313 -3.80247
H -2.67485 0.25692 -7.20877
H -1.30578 -0.57118 -6.82145
*
```

***

Entry 5:
Formula: C26H34N8O4SV
Source: the Open Molecules 2025 dataset
Level of theory: ωB97M-V with the def2-TZVPD basis set

Properties
Energy above the lowest of the compared OMol25 structures with the same formula, charge and spin = 195.58 kJ/mol
Strongest force on any atom = 2.90 eV/A
Energy = -3092.3960 Ha

The geometry in ORCA input format:
```
! wB97M-V def2-TZVPD RIJCOSX def2/J DEFGRID3
* xyz 0 2
V 0.29844 0.37774 -0.07207
N -6.22023 4.76475 -2.63023
C -5.06585 4.47238 -1.93550
C -4.88852 4.92022 -0.62307
C -3.71716 4.64923 0.05732
C -2.71492 3.94635 -0.57726
C -2.85924 3.50717 -1.88031
C -4.02968 3.77046 -2.55990
S -1.19558 3.49937 0.22055
O -0.12254 4.18423 -0.46746
O -1.23421 3.72428 1.64860
N -1.03658 1.90419 -0.04827
C -1.84122 1.18106 0.72308
N -1.21173 0.07327 1.19029
C -1.93848 -0.77307 1.91682
C -3.26698 -0.50964 2.22353
C -3.79934 0.67529 1.73493
N -3.09838 1.51478 0.97885
H -7.02744 4.99604 -2.07618
H -6.41820 4.20409 -3.44315
H -5.68270 5.47536 -0.14555
H -3.56667 4.95803 1.07929
H -2.05415 2.94705 -2.33375
H -4.15749 3.43209 -3.57803
H -1.43524 -1.65752 2.29168
H -3.85112 -1.18038 2.83270
H -4.81546 0.98805 1.93996
N 1.16047 1.20380 2.37572
C 2.48371 1.60408 2.82439
C 2.99023 2.79240 2.01120
C 3.12136 2.44829 0.53071
N 1.82098 2.18618 -0.06637
H 0.51234 1.98764 2.42229
H 0.80560 0.43563 2.93550
H 3.15608 0.74937 2.68942
H 2.49576 1.88430 3.89320
H 3.96364 3.10496 2.39712
H 2.29336 3.62838 2.11664
H 3.74831 1.55618 0.41869
H 3.62617 3.28849 0.02196
H 1.92623 2.07758 -1.07619
H 1.22752 3.00823 0.06021
O 1.61757 0.16162 -1.77376
C 2.29486 -0.59822 -1.04567
O 1.88377 -0.94148 0.09038
C 3.61284 -1.08868 -1.54428
C 4.10830 -0.57519 -2.73949
C 5.33211 -0.99669 -3.22017
C 6.06067 -1.94408 -2.51673
C 5.56559 -2.46827 -1.33225
C 4.34706 -2.03779 -0.83926
H 3.50631 0.14801 -3.26790
H 5.71525 -0.59246 -4.14520
H 7.01322 -2.28208 -2.89655
H 6.12984 -3.21596 -0.79178
H 3.94680 -2.42502 0.08865
N -0.59267 -1.22393 -0.97420
C -0.58630 -2.37064 -0.79606
N -0.42682 -3.64099 -0.55361
C 0.68430 -3.97034 0.34379
C 0.66925 -5.45462 0.67653
C -0.63647 -5.86053 1.37078
C -1.84518 -5.11783 0.77666
C -1.52309 -4.59008 -0.62158
H 0.60717 -3.37142 1.26099
H 1.61797 -3.68922 -0.15163
H 1.51871 -5.66496 1.32659
H 0.79939 -6.03494 -0.23888
H -0.57182 -5.64906 2.43919
H -0.77283 -6.93711 1.26026
H -2.11937 -4.27149 1.41146
H -2.70670 -5.78452 0.71530
H -2.39244 -4.09124 -1.05399
H -1.23838 -5.42115 -1.27898
*
```